1.
The following is a DFT calculation (ωB97M-V/def2-TZVPD) of a structure of composition C44H50BF10N9RuS3.

CARTESIAN COORDINATES (ANGSTROEM)
Ru: -0.01249 -0.17869 -2.92945
C: 5.19977 0.24097 -1.05352
C: 3.89500 0.34814 -0.28200
C: 4.04927 0.75852 1.02768
C: 3.07528 1.16783 2.11577
N: 1.29534 -0.39356 1.78280
N: 1.49473 -0.41714 -0.54604
B: -0.95532 -0.18299 -0.59865
N: -1.15310 -1.62454 -0.21748
N: -1.49058 -1.70328 1.08689
C: -1.56628 -2.87912 1.62676
C: -1.33897 -4.05116 0.84755
C: -1.06066 -3.97274 -0.47880
C: -0.81846 -5.17619 -1.33408
C: -0.96660 -2.66309 -1.04340
S: -0.64542 -2.42739 -2.70437
C: -1.91107 -2.95545 3.10584
C: -0.86273 -3.81790 3.82178
C: -3.30049 -3.59724 3.24112
C: -1.92025 -1.55838 3.72757
N: -2.07100 0.75076 -0.18706
N: -1.86811 1.46101 0.93069
C: -2.82339 2.24663 1.32979
C: -4.04426 2.33309 0.59853
C: -4.23613 1.62347 -0.54576
C: -5.48494 1.69849 -1.36325
C: -3.15336 0.79666 -0.97929
S: -3.07983 -0.12047 -2.39854
C: -2.52166 3.04686 2.59293
C: -1.25997 3.88567 2.34101
C: -2.25139 2.06358 3.74169
C: -3.68133 3.96878 2.96546
C: 2.73977 0.01156 -1.08640
S: 2.76805 0.01751 -2.80535
C: 3.64189 2.13844 3.18486
C: 2.48141 2.55213 4.10028
C: 4.76086 1.57115 4.05988
C: 4.19078 3.37171 2.45256
H: 6.05394 0.39461 -0.39547
H: 5.23520 0.99264 -1.84354
H: 5.29287 -0.73223 -1.54001
H: 5.07841 0.80847 1.36676
H: -1.40275 -5.02425 1.32012
H: -0.94234 -6.08993 -0.75577
H: 0.19442 -5.14548 -1.74174
H: -1.50495 -5.19383 -2.18295
H: -0.86200 -4.85333 3.47446
H: -1.07889 -3.83293 4.89169
H: 0.14047 -3.40553 3.68583
H: -3.31820 -4.61378 2.83961
H: -4.05490 -3.00596 2.71681
H: -3.57973 -3.64956 4.29564
H: -0.96090 -1.05658 3.57719
H: -2.11295 -1.64464 4.79907
H: -2.69624 -0.93170 3.28408
H: -4.83281 2.98532 0.95161
H: -6.20886 2.37375 -0.91094
H: -5.93320 0.70854 -1.46968
H: -5.25284 2.04214 -2.37348
H: -0.39464 3.24118 2.17436
H: -1.05815 4.51397 3.21110
H: -1.38614 4.54127 1.47371
H: -1.45315 1.37014 3.47128
H: -3.14818 1.48672 3.98561
H: -1.94882 2.61502 4.63474
H: -3.89216 4.69863 2.17900
H: -3.41825 4.52407 3.86617
H: -4.59554 3.40920 3.18116
H: 1.97458 1.67301 4.51272
H: 1.74415 3.15435 3.57051
H: 2.86998 3.14191 4.93357
H: 4.38443 0.86896 4.80041
H: 5.21927 2.40343 4.60015
H: 5.54753 1.08109 3.48344
H: 3.48450 3.75192 1.71442
H: 5.13291 3.14853 1.94782
H: 4.38161 4.16408 3.18089
C: 1.24654 2.54468 -3.95565
N: 0.04814 1.94533 -3.32679
C: -0.21446 2.56380 -2.00003
C: 0.54682 1.87760 -0.87222
N: 0.33998 0.38553 -0.84625
C: 1.50615 -1.14609 0.66221
C: 2.44291 -0.21706 2.48452
F: 2.04060 1.89446 1.51304
C: 3.07432 -1.28561 3.08835
F: 4.12087 -1.10983 3.89695
C: 2.73232 -2.64923 2.92048
F: 3.14759 -3.48894 3.86986
C: 2.18472 -3.19662 1.80447
F: 2.06833 -4.52230 1.74309
C: 1.83293 -2.46630 0.64303
F: 1.84385 -3.15697 -0.50178
C: -1.08787 2.06241 -4.27053
C: -0.98463 1.02045 -5.37947
N: -0.39185 -0.24061 -4.88113
C: -0.32136 -1.32919 -5.75453
C: -1.22577 -1.61049 -6.79686
F: -2.28676 -0.83384 -7.03769
C: -1.12132 -2.73287 -7.59192
F: -2.03032 -2.95682 -8.53480
C: -0.09792 -3.63774 -7.39756
F: -0.00720 -4.71842 -8.15225
C: 0.82379 -3.39975 -6.39680
F: 1.82435 -4.24894 -6.20260
C: 0.71559 -2.27196 -5.61164
F: 1.66869 -2.08092 -4.70985
H: 1.00099 3.56254 -4.27542
H: 1.55490 1.95278 -4.81400
H: 2.07180 2.56571 -3.25394
H: -1.28764 2.52701 -1.81915
H: 0.07632 3.61821 -2.00354
H: 0.22571 2.29393 0.07568
H: 1.61545 2.03529 -0.96769
H: -1.12675 3.06513 -4.70423
H: -2.00230 1.89141 -3.71367
H: -0.38795 1.38199 -6.22113
H: -1.99159 0.86533 -5.74687

Output
**2S+1**: 6
**Total charge**: +1
**Frontier orbital gap (spin up / spin down)**: 5.431 / 5.907 eV
**Lowest unoccupied orbital energy (spin up / spin down)**: -3.147 / -4.468 eV

Löwdin atomic charge list, values in e, 99 entries: 1.04, -0.09, -0.25, 0.04, -0.31, 0.21, -0.06, -0.63, 0.03, 0.21, -0.19, 0.08, -0.24, -0.04, -0.56, 0.78, -0.54, -0.02, -0.03, -0.06, 0.00, 0.20, -0.18, 0.09, -0.23, -0.04, -0.62, 0.79, -0.54, -0.04, -0.04, -0.06, -0.63, 0.74, -0.51, -0.03, -0.04, -0.04, 0.08, 0.07, 0.08, 0.11, 0.13, 0.09, 0.09, 0.09, 0.09, 0.10, 0.08, 0.09, 0.09, 0.09, 0.07, 0.10, 0.07, 0.12, 0.09, 0.09, 0.09, 0.06, 0.09, 0.09, 0.07, 0.09, 0.09, 0.09, 0.09, 0.09, 0.09, 0.07, 0.09, 0.08, 0.10, 0.08, 0.09, 0.09, 0.09, -0.09, -0.31, -0.14, -0.10, -0.02, -0.23, -0.08, 0.00, -0.13, 0.11, -0.14, 0.13, -0.14, 0.13, -0.13, 0.12, -0.20, -0.18, -0.11, -0.17, -0.13, 0.11

2.
The following is a DFT calculation (ωB97M-V/def2-TZVPD) of a structure of composition C43H38N4O3PPtS at a distorted geometry.

CARTESIAN COORDINATES (ANGSTROEM)
Pt: 1.64208 -1.26425 -1.40620
S: -1.70787 -4.08953 -0.30764
C: -2.63270 -2.92501 -1.19440
C: -4.00730 -2.88635 -1.38458
C: -4.50839 -1.98507 -2.30335
C: -3.65206 -1.14330 -3.01439
C: -2.28724 -1.16428 -2.80241
C: -1.77005 -2.04751 -1.86159
N: -0.41576 -2.29457 -1.64904
C: -0.25994 -3.37450 -0.91851
C: 1.03516 -4.02583 -0.86923
C: 1.22348 -5.32155 -0.40229
C: 2.42563 -5.96335 -0.65607
C: 3.37915 -5.32389 -1.43372
C: 3.18820 -4.01014 -1.85955
C: 2.03361 -3.30486 -1.53377
H: -4.66196 -3.56602 -0.85598
H: -5.57229 -1.95306 -2.49301
H: -4.06442 -0.47688 -3.76061
H: -1.61076 -0.55750 -3.39055
H: 0.42514 -5.83883 0.11863
H: 2.60040 -6.96602 -0.29045
H: 4.27689 -5.85396 -1.72603
H: 3.95916 -3.58090 -2.49492
N: 3.70257 -1.05007 -1.97945
C: 4.60174 -0.10155 -1.43590
C: 5.79823 -0.50478 -0.86333
C: 6.69958 0.44815 -0.42186
C: 6.39448 1.79774 -0.55031
C: 5.17175 2.18243 -1.07257
C: 4.24504 1.23407 -1.51461
C: 2.83702 1.64202 -1.75268
C: 2.60845 2.92598 -2.20470
C: 1.52403 3.72986 -1.76123
C: 0.68822 3.19590 -0.87165
C: 0.67655 1.71120 -0.62023
C: 1.72908 0.85512 -1.29339
H: 4.05210 -1.99440 -1.88288
H: 3.48521 -0.85376 -2.95251
H: 6.03074 -1.56145 -0.79125
H: 7.64260 0.14127 0.00926
H: 7.09062 2.54968 -0.20551
H: 4.90708 3.23216 -1.08794
H: 3.35003 3.35606 -2.86992
H: 1.46214 4.77227 -2.04361
H: -0.05787 3.78930 -0.35359
H: 0.92755 1.53977 0.44773
O: -1.21040 1.77035 -2.88930
C: -1.56584 1.71939 -1.73861
N: -2.78771 1.97023 -1.20513
C: -2.79244 2.02191 0.25110
C: -1.43110 1.38243 0.54332
O: -0.95077 1.09835 1.60934
N: -0.73720 1.33841 -0.66048
C: -2.66397 3.48098 0.75239
C: -2.32800 3.72629 2.08117
C: -2.19781 5.02674 2.54017
C: -2.41078 6.09800 1.68220
C: -2.75969 5.85810 0.36338
C: -2.88204 4.55452 -0.10263
C: -4.01214 1.38817 0.89364
C: -5.26401 1.89283 0.54943
C: -6.41016 1.39181 1.14091
C: -6.31487 0.38693 2.09579
C: -5.07161 -0.11331 2.44266
C: -3.91852 0.38250 1.84434
H: -3.56433 2.24120 -1.78178
H: -2.16659 2.89461 2.75425
H: -1.92733 5.20279 3.57298
H: -2.30693 7.11287 2.04203
H: -2.93386 6.68485 -0.31283
H: -3.14861 4.39187 -1.13829
H: -5.34538 2.70227 -0.16841
H: -7.37538 1.79988 0.87169
H: -7.20812 0.00273 2.57009
H: -4.99014 -0.89657 3.18520
H: -2.95223 -0.00474 2.13442
C: 3.54370 -2.09856 2.47236
P: 1.74423 -2.04041 2.40204
C: 1.19139 -0.88804 3.66796
C: 1.18254 -3.67332 2.90976
O: 1.24770 -1.65033 1.04734
H: 3.90425 -2.34013 3.47258
H: 3.93892 -1.12883 2.16719
H: 3.88490 -2.86074 1.76988
H: 1.42612 -1.23774 4.67315
H: 0.11317 -0.77022 3.55674
H: 1.65957 0.08125 3.49662
H: 1.49179 -3.90250 3.92991
H: 1.60046 -4.41201 2.22566
H: 0.09410 -3.70460 2.84758

Output
**Total charge**: +1
**ΔE to the lowest compared entry with this formula, charge and spin**: 100.74 kcal/mol
**Frontier orbital gap**: 6.532 eV
**Lowest unoccupied orbital energy**: -3.848 eV

Let us look at the Löwdin charges, expressed in e, one per atom: 1.08, 1.14, -0.45, -0.08, -0.08, -0.07, -0.02, -0.28, 0.02, -0.55, -0.29, -0.06, -0.07, -0.07, -0.12, -0.22, 0.11, 0.11, 0.11, 0.11, 0.10, 0.11, 0.11, 0.09, 0.00, -0.25, -0.01, -0.06, -0.06, -0.01, -0.13, -0.19, 0.03, -0.03, 0.03, -0.24, -0.03, 0.04, 0.13, 0.12, 0.11, 0.11, 0.12, 0.14, 0.12, 0.13, 0.18, 0.11, -0.50, 0.19, -0.24, -0.33, 0.12, 0.11, -0.15, -0.02, -0.06, -0.08, -0.07, -0.04, -0.14, -0.03, -0.07, -0.08, -0.07, -0.01, 0.16, 0.12, 0.11, 0.11, 0.11, 0.11, 0.12, 0.11, 0.11, 0.11, 0.11, -0.16, 0.54, -0.17, -0.16, -0.42, 0.06, 0.05, 0.05, 0.06, 0.05, 0.06, 0.06, 0.04, 0.06

3.
The following is a DFT calculation (ωB97M-V/def2-TZVPD) of the ion C8H15N4 with charge +1 at a distorted geometry.

CARTESIAN COORDINATES (ANGSTROEM)
C: -3.51493 0.56458 0.38592
C: -2.26376 -0.13108 0.30919
C: -1.44352 0.74006 -0.35986
C: -1.82947 -1.48938 0.76029
C: -0.80722 -2.03891 -0.30671
C: 0.54605 -1.54055 -0.07095
C: 0.60504 -0.03037 -0.18562
C: 1.21460 0.71983 0.99089
N: -3.40182 1.74234 -0.21991
N: -2.10081 1.98595 -0.54378
N: 1.39420 0.59975 -1.27098
N: 1.21248 2.18513 0.61249
H: -4.42920 0.42576 0.89592
H: -1.29658 -1.45962 1.65843
H: -2.60904 -2.22033 0.85976
H: -0.81249 -3.08450 -0.13437
H: -1.21778 -1.90533 -1.35108
H: 0.91878 -1.73958 0.94092
H: 1.23734 -2.25605 -0.58064
H: 2.24993 0.44354 1.17140
H: 0.77338 0.51166 1.91410
H: -1.97254 2.70663 -1.19460
H: 2.31373 0.16431 -1.25978
H: 1.51852 1.56332 -0.96810
H: 1.88613 2.88174 1.07460
H: 0.36503 2.68679 0.69126
H: 1.04368 0.51433 -2.30762

Output
**Total charge**: +1
**ΔE to the lowest compared entry with this formula, charge and spin**: 77.81 kcal/mol
**Frontier orbital gap**: 8.976 eV
**Lowest unoccupied orbital energy**: -3.589 eV

Let us look at the Löwdin charges, expressed in e, one per atom: -0.06, -0.21, 0.04, -0.11, -0.20, -0.18, -0.21, -0.17, 0.03, 0.01, 0.16, 0.00, 0.11, 0.10, 0.12, 0.10, 0.15, 0.13, 0.15, 0.13, 0.11, 0.12, 0.16, 0.09, 0.14, 0.06, 0.23

Copy entry 3 word for word.
The following is a DFT calculation (ωB97M-V/def2-TZVPD) of the ion C8H15N4 with charge +1 at a distorted geometry.

CARTESIAN COORDINATES (ANGSTROEM)
C: -3.51493 0.56458 0.38592
C: -2.26376 -0.13108 0.30919
C: -1.44352 0.74006 -0.35986
C: -1.82947 -1.48938 0.76029
C: -0.80722 -2.03891 -0.30671
C: 0.54605 -1.54055 -0.07095
C: 0.60504 -0.03037 -0.18562
C: 1.21460 0.71983 0.99089
N: -3.40182 1.74234 -0.21991
N: -2.10081 1.98595 -0.54378
N: 1.39420 0.59975 -1.27098
N: 1.21248 2.18513 0.61249
H: -4.42920 0.42576 0.89592
H: -1.29658 -1.45962 1.65843
H: -2.60904 -2.22033 0.85976
H: -0.81249 -3.08450 -0.13437
H: -1.21778 -1.90533 -1.35108
H: 0.91878 -1.73958 0.94092
H: 1.23734 -2.25605 -0.58064
H: 2.24993 0.44354 1.17140
H: 0.77338 0.51166 1.91410
H: -1.97254 2.70663 -1.19460
H: 2.31373 0.16431 -1.25978
H: 1.51852 1.56332 -0.96810
H: 1.88613 2.88174 1.07460
H: 0.36503 2.68679 0.69126
H: 1.04368 0.51433 -2.30762

Output
**Total charge**: +1
**ΔE to the lowest compared entry with this formula, charge and spin**: 77.81 kcal/mol
**Frontier orbital gap**: 8.976 eV
**Lowest unoccupied orbital energy**: -3.589 eV

Let us look at the Löwdin charges, expressed in e, one per atom: -0.06, -0.21, 0.04, -0.11, -0.20, -0.18, -0.21, -0.17, 0.03, 0.01, 0.16, 0.00, 0.11, 0.10, 0.12, 0.10, 0.15, 0.13, 0.15, 0.13, 0.11, 0.12, 0.16, 0.09, 0.14, 0.06, 0.23